The following is a DFT calculation (the ωB97M-V functional and the def2-TZVPD basis) of 6 unconnected molecules or ions with the total composition H12O6.

Last column: Löwdin charge in e.
Cartesian coordinates (Å):
O: 5.69656 6.34577 11.00264  -0.052
O: 10.75121 8.59859 21.01160  -0.052
O: 9.24100 7.59729 14.60698  -0.055
O: 14.78582 8.66930 18.18650  -0.054
O: 5.78114 5.67243 17.70671  -0.054
O: 7.55328 11.66201 11.72163  -0.054
H: 15.67508 8.93796 18.41731  0.029
H: 4.86471 6.04325 11.36697  0.027
H: 8.15643 11.65142 10.97844  0.028
H: 5.12527 6.29434 17.39158  0.028
H: 10.12983 7.52508 14.95482  0.029
H: 14.82614 7.71372 18.14816  0.026
H: 7.84293 10.93752 12.27612  0.026
H: 8.74029 6.93944 15.08942  0.026
H: 5.48566 4.82404 17.37631  0.027
H: 6.22157 6.58234 11.76725  0.025
H: 11.07474 8.08458 21.75143  0.027
H: 11.33367 8.36966 20.28734  0.025

For the energy above the lowest of the compared OMol25 structures with the same formula, charge and spin, the calculation gives 179.7 kJ/mol. The value obtained for the HOMO energy is -11.4 eV. The total energy is -458.6040 Ha. The gap between HOMO and LUMO comes out at 0.4294 hartree. For the LUMO energy, the calculation gives 0.3192 eV. Its SMILES is O.O.O.O.O.O.